The following is a DFT calculation (the ωB97M-V functional and the def2-TZVPD basis) of a structure of composition C41H44AsF4N4O6S2V in a non-equilibrium geometry.

Values from the calculation:
* gap between HOMO and LUMO (spin up / spin down): 6.51 / 6.51 eV
* F_max: 4.02 eV/A
* HOMO level (spin up / spin down): -12.81 / -12.81 eV
* energy: -180529.91549 eV

The geometry in ORCA input format:
```
! wB97M-V def2-TZVPD RIJCOSX def2/J DEFGRID3
* xyz 2 1
V 1.32 1.02 0.36
C 8.38 1.06 3.58
C 8.02 1.56 2.14
C 9.06 1.33 1.09
C 9.03 -0.20 0.66
C 7.70 -0.66 0.28
C 7.52 -1.78 -0.43
C 6.25 -2.23 -0.79
F 6.12 -3.25 -1.60
C 5.17 -1.45 -0.46
C 5.32 -0.37 0.39
C 4.16 0.34 0.86
O 2.99 0.12 0.41
C 4.30 1.30 1.87
C 5.61 1.61 2.19
N 6.72 1.01 1.67
C 6.60 0.02 0.75
C 3.10 1.98 2.48
O 3.24 2.89 3.30
O 1.88 1.60 2.09
H 9.21 1.69 3.92
H 8.71 0.03 3.45
H 7.51 1.13 4.25
H 7.84 2.59 2.29
H 10.04 1.72 1.49
H 8.86 1.88 0.11
H 9.33 -0.81 1.55
H 9.85 -0.41 -0.12
H 8.41 -2.37 -0.68
H 4.25 -1.76 -0.89
H 5.88 2.48 2.84
C -0.92 5.10 -0.75
N 0.28 4.14 -0.70
C 1.03 3.66 -1.63
N 0.99 3.97 -2.95
S 2.20 2.43 -1.29
H -1.75 4.54 -1.23
H -0.68 5.91 -1.46
H -1.14 5.47 0.25
H 0.26 3.65 0.12
H 0.32 4.66 -3.26
H 1.82 3.72 -3.55
F 2.24 -2.87 -1.57
C 0.90 -2.91 -1.64
F 0.46 -2.43 -2.78
F 0.43 -4.13 -1.51
S 0.16 -1.85 -0.30
O 0.31 -2.48 0.93
O -1.28 -1.81 -0.72
O 0.84 -0.58 -0.54
C -4.95 -6.73 1.50
C -4.49 -5.34 1.12
C -4.08 -4.41 2.07
C -3.74 -3.07 1.68
C -3.38 -2.09 2.80
C -3.75 -2.77 0.34
As -3.06 -1.00 0.02
N -0.17 1.48 0.62
C -1.28 2.08 1.23
C -2.44 2.44 0.51
C -3.62 2.97 1.10
C -3.60 3.19 2.48
C -2.49 2.81 3.30
C -1.33 2.32 2.67
C -3.82 -0.18 -1.64
C -5.16 0.15 -1.27
C -5.91 -0.38 -0.05
C -5.91 0.96 -2.19
C -5.32 1.46 -3.35
C -6.09 2.28 -4.39
C -3.98 1.17 -3.59
C -3.21 0.31 -2.81
C -1.75 -0.08 -3.21
C -4.21 -3.75 -0.66
C -4.05 -3.57 -2.16
C -4.57 -5.00 -0.23
H -4.42 -6.98 2.47
H -4.90 -7.46 0.71
H -5.98 -6.73 1.82
H -4.05 -4.62 3.18
H -3.56 -2.52 3.83
H -4.03 -1.24 2.66
H -2.32 -1.82 2.80
H -2.44 2.09 -0.54
H -4.45 3.36 0.52
H -4.48 3.63 3.00
H -2.44 2.89 4.39
H -0.45 2.14 3.26
H -5.90 -1.47 0.06
H -6.87 0.07 -0.21
H -5.51 -0.01 0.84
H -6.99 1.08 -2.10
H -5.96 3.34 -4.29
H -7.17 2.02 -4.26
H -5.58 1.98 -5.34
H -3.55 1.46 -4.58
H -1.10 0.17 -2.41
H -1.46 0.55 -4.01
H -1.75 -1.10 -3.62
H -4.50 -4.41 -2.69
H -2.99 -3.52 -2.40
H -4.55 -2.69 -2.53
H -5.03 -5.72 -0.88
*
```

***

The following is a DFT calculation (the ωB97M-V functional and the def2-TZVPD basis) of a structure of composition C41H44BClFeN6O3PTe in a non-equilibrium geometry.

Values from the calculation:
* gap between HOMO and LUMO (spin up / spin down): 6.40 / 5.89 eV
* F_max: 1.75 eV/A
* HOMO level (spin up / spin down): -6.32 / -5.80 eV
* energy: -122486.59747 eV

The geometry in ORCA input format:
```
! wB97M-V def2-TZVPD RIJCOSX def2/J DEFGRID3
* xyz 0 2
Fe -0.11 -0.42 0.22
C -3.83 3.14 -1.11
C -2.99 2.42 -0.10
C -2.98 2.54 1.26
C -2.00 1.63 1.70
N -1.46 1.01 0.66
N -2.07 1.49 -0.45
B -1.67 1.02 -1.86
N -0.16 1.38 -2.02
N 0.61 1.21 -0.92
C 1.73 1.93 -1.12
C 1.69 2.51 -2.40
C 0.47 2.15 -2.93
C -0.13 2.49 -4.25
C 2.66 2.18 0.00
C 2.33 1.79 1.29
C 3.17 2.07 2.36
C 4.35 2.77 2.15
C 4.68 3.19 0.88
C 3.84 2.90 -0.19
N -1.92 -0.49 -1.97
N -1.79 -1.21 -0.84
C -2.16 -2.45 -1.12
C -2.56 -2.54 -2.47
C -2.39 -1.27 -2.97
C -2.61 -0.75 -4.35
C -2.15 -3.48 -0.06
C -2.44 -4.81 -0.34
C -2.43 -5.77 0.66
C -2.14 -5.40 1.97
C -1.86 -4.07 2.26
C -1.85 -3.12 1.26
C -1.59 1.33 3.09
C -0.60 0.40 3.39
C -0.23 0.13 4.70
C -0.85 0.80 5.75
C -1.83 1.74 5.47
C -2.20 2.00 4.15
H -4.51 3.81 -0.59
H -4.41 2.45 -1.71
H -3.21 3.73 -1.79
H -3.59 3.20 1.85
H -2.30 1.61 -2.69
H 2.41 3.17 -2.85
H 0.49 3.23 -4.76
H -1.13 2.89 -4.14
H -0.19 1.61 -4.89
H 1.38 1.29 1.46
H 2.88 1.76 3.36
H 5.00 3.00 2.99
H 5.59 3.74 0.71
H 4.11 3.23 -1.19
H -2.91 -3.40 -3.01
H -3.17 -1.48 -4.93
H -1.67 -0.56 -4.86
H -3.17 0.19 -4.34
H -2.68 -5.10 -1.36
H -2.66 -6.80 0.43
H -2.14 -6.15 2.76
H -1.65 -3.77 3.28
H -1.66 -2.08 1.50
H -0.12 -0.14 2.57
H 0.54 -0.60 4.90
H -0.56 0.60 6.77
H -2.33 2.26 6.27
H -2.97 2.73 3.96
Cl 8.99 1.62 -0.45
C 7.39 0.93 -0.38
C 6.93 0.39 0.81
C 5.66 -0.17 0.84
C 4.86 -0.19 -0.29
C 3.50 -0.85 -0.25
C 5.34 0.36 -1.46
C 6.61 0.93 -1.52
H 7.56 0.42 1.68
H 5.28 -0.58 1.77
H 2.79 -0.53 -0.99
H 3.07 -0.99 0.74
H 4.71 0.35 -2.34
H 6.99 1.37 -2.43
C 0.69 -6.54 -1.86
C 1.62 -5.40 -2.20
O 1.01 -4.15 -1.80
P 1.46 -3.37 -0.53
O 0.78 -2.07 -0.46
Te 3.85 -3.04 -0.50
O 1.05 -4.38 0.59
C 1.19 -4.07 1.99
C 2.28 -4.90 2.62
H 1.13 -7.48 -2.20
H -0.27 -6.40 -2.36
H 0.52 -6.59 -0.79
H 1.80 -5.32 -3.26
H 2.59 -5.52 -1.70
H 0.22 -4.29 2.43
H 1.36 -2.99 2.11
H 2.08 -5.96 2.46
H 2.30 -4.72 3.69
H 3.26 -4.66 2.20
*
```

***

The following is a DFT calculation (the ωB97M-V functional and the def2-TZVPD basis) of a structure of composition C41H44Cl2F5N4OOsP2S in a non-equilibrium geometry.

Values from the calculation:
* gap between HOMO and LUMO (spin up / spin down): 6.62 / 5.50 eV
* F_max: 1.80 eV/A
* HOMO level (spin up / spin down): -9.52 / -10.52 eV
* energy: -121744.42755 eV

The geometry in ORCA input format:
```
! wB97M-V def2-TZVPD RIJCOSX def2/J DEFGRID3
* xyz 1 5
Os 0.10 -0.08 0.06
C -3.35 -0.71 0.46
P -1.91 -1.41 -0.42
C -2.36 -1.04 -2.17
N -3.30 -1.73 -2.75
C -3.63 -1.44 -4.02
C -4.60 -2.21 -4.71
C -4.95 -1.87 -5.98
C -4.35 -0.76 -6.63
C -3.38 -0.03 -6.01
C -2.98 -0.37 -4.70
N -1.99 0.31 -4.09
C -1.67 -0.01 -2.86
P -0.38 0.99 -2.01
C 0.92 1.16 -3.27
C -1.18 2.69 -1.94
C -2.41 2.54 -1.04
C -0.16 3.61 -1.29
C -1.60 3.26 -3.30
C -2.19 -3.27 -0.23
C -1.55 -4.03 -1.40
C -1.47 -3.66 1.07
C -3.67 -3.63 -0.16
H -3.43 -1.17 1.45
H -4.27 -0.91 -0.10
H -3.22 0.36 0.59
H -5.06 -3.05 -4.20
H -5.68 -2.46 -6.51
H -4.67 -0.50 -7.63
H -2.90 0.81 -6.49
H 0.47 1.43 -4.22
H 1.44 0.22 -3.36
H 1.63 1.92 -2.93
H -2.12 2.15 -0.06
H -3.14 1.87 -1.49
H -2.89 3.51 -0.89
H 0.32 3.11 -0.45
H -0.64 4.51 -0.91
H 0.62 3.91 -1.99
H -2.31 2.62 -3.81
H -0.74 3.42 -3.96
H -2.07 4.23 -3.12
H -0.52 -3.72 -1.57
H -2.12 -3.91 -2.31
H -1.53 -5.10 -1.15
H -0.39 -3.52 0.95
H -1.66 -4.71 1.29
H -1.81 -3.07 1.92
H -4.22 -3.22 -1.00
H -4.14 -3.31 0.77
H -3.76 -4.72 -0.21
Cl 2.17 4.03 1.07
C 3.27 2.71 1.01
C 4.59 2.99 1.27
C 5.55 1.98 1.28
C 5.16 0.68 1.02
C 3.85 0.39 0.74
Cl 3.44 -1.24 0.39
C 2.80 1.38 0.70
N 1.53 1.12 0.40
H 4.87 4.01 1.48
H 6.58 2.22 1.50
H 5.89 -0.12 1.02
F 6.63 -3.64 -4.04
C 5.42 -3.36 -3.62
C 4.96 -3.89 -2.42
F 5.73 -4.72 -1.72
C 3.71 -3.55 -1.94
F 3.31 -4.10 -0.81
C 2.86 -2.69 -2.65
S 1.30 -2.25 -2.06
C 3.33 -2.23 -3.90
F 2.55 -1.48 -4.66
C 4.59 -2.54 -4.36
F 5.01 -2.04 -5.52
N 0.32 -0.98 1.80
C 0.51 -1.53 2.79
C 0.76 -2.22 4.00
C 0.96 -3.60 3.99
C 1.24 -4.26 5.17
C 1.32 -3.56 6.36
C 1.10 -2.19 6.38
C 0.82 -1.51 5.21
H 0.90 -4.14 3.05
H 1.39 -5.33 5.16
H 1.54 -4.08 7.28
H 1.14 -1.64 7.32
H 0.66 -0.44 5.21
C -0.40 2.70 3.82
C -1.52 1.82 4.40
C -2.00 0.98 3.20
O -1.27 1.43 2.05
C -0.73 2.72 2.33
H 0.57 2.24 3.97
H -0.39 3.69 4.25
H -2.34 2.43 4.78
H -1.17 1.19 5.21
H -3.07 1.11 3.03
H -1.79 -0.09 3.32
H -1.47 3.50 2.10
H 0.15 2.85 1.71
*
```